(one)
A 2-piece molecular cluster, C5H12N4O2 overall. Source: the Open Molecules 2025 dataset; level of theory: the ωB97M-V functional and the def2-TZVPD basis.

LUMO level (alpha / beta): 0.5 / 0.6 eV
HOMO level (alpha / beta): -6.6 / -6.5 eV
Orbital gap (alpha / beta): 7.11 / 7.09 eV
Total charge: 0

Atoms and positions in Å:
1 C 0.31 2.44 0.53
2 C -0.32 1.79 1.80
3 C -1.56 1.06 0.14
4 C 0.51 -2.66 -0.60
5 C 0.04 1.33 -1.62
6 N -2.42 0.38 -0.64
7 N -0.61 1.90 -0.45
8 N -3.22 -0.45 -0.29
9 N -1.29 1.00 1.49
10 O -3.98 -1.17 -0.92
11 O -3.25 -0.70 1.24
12 H 0.45 3.59 0.64
13 H 1.27 2.10 0.13
14 H -0.09 -2.64 -1.60
15 H 0.17 1.74 2.83
16 H -0.18 -3.07 0.17
17 H 0.73 -1.63 -0.22
18 H 1.39 -3.26 -0.65
19 H -0.68 1.27 -2.49
20 H 0.89 1.97 -1.85
21 H 0.25 0.22 -1.41
22 H -1.99 0.54 2.02
23 H -3.55 -1.60 1.45

Results of the Mulliken charge analysis, in e, for atoms 1 through 8: -0.400 -0.335 0.191 -0.806 -0.784 -0.478 -0.043 1.010


(two)
C5H12N4O2 in the gas phase. Source: the Open Molecules 2025 dataset; level of theory: the ωB97M-V functional and the def2-TZVPD basis.

LUMO level: 0.6 eV
HOMO level: -9.5 eV
Orbital gap: 10.15 eV
Total charge: 0
SMILES: CNC(=O)NCNC(=O)NC

Atoms and positions in Å:
1 C -0.36 -2.98 -1.14
2 C -0.47 -1.53 0.93
3 C -1.31 0.74 0.65
4 C 0.05 2.74 -0.19
5 C 1.85 1.14 0.19
6 H -0.26 -4.05 -1.27
7 H -1.32 -2.70 -1.55
8 H 0.40 -2.47 -1.85
9 H 0.47 -3.17 0.77
10 H -0.99 -0.59 -0.88
11 H -2.42 0.85 0.73
12 H -0.75 0.97 1.62
13 H -1.66 2.10 -0.82
14 H 1.96 3.27 0.33
15 H 2.84 1.22 -0.24
16 H 1.32 0.49 -0.53
17 H 1.88 0.58 1.14
18 N -0.23 -2.68 0.28
19 N -1.03 -0.55 0.16
20 N -0.86 1.65 -0.41
21 N 1.31 2.48 0.39
22 O -0.15 -1.37 2.12
23 O -0.28 3.86 -0.43

Results of the Mulliken charge analysis, in e, for atoms 1 through 8: -0.884 0.561 -0.638 0.231 -0.739 0.321 0.342 0.267


From most stable to least stable, the computed energies give (two), (one).